C5H8S2 | the ωB97M-V functional and the def2-TZVPD basis

Structure (XYZ):
```
15
Properties=species:S:1:pos:R:3:lowdin_charge:R:1
C -2.531 -2.221 1.585 0.1094
C -1.487 -1.670 1.844 -0.2266
C 2.942 2.631 -0.178 -1.3233
C -0.393 -0.924 2.294 -0.1192
C 3.386 3.653 -1.198 -0.1954
S 3.806 2.233 1.102 0.6457
S 1.462 1.746 -0.453 0.7239
H 1.110 2.500 -1.608 -0.0768
H -3.216 -2.954 1.436 -0.0120
H -0.675 0.076 2.511 0.0750
H -0.081 -1.453 3.150 0.0741
H 0.361 -0.801 1.470 0.0905
H 2.665 3.818 -2.016 0.0526
H 3.425 4.681 -0.812 0.0824
H 4.402 3.276 -1.516 0.0996
```

* SMILES: CC(=S)S.C#CC
* strongest force on any atom: 3.4 eV/A
* DFT total energy: -26982.0901 eV
* ΔE to the lowest compared entry with this formula, charge and spin: 296.0 kJ/mol
* HOMO energy: -8.86 eV

=====

C5H8S2 | the ωB97M-V functional and the def2-TZVPD basis

Structure (XYZ):
```
15
Properties=species:S:1:pos:R:3:lowdin_charge:R:1
C 0.731 -0.379 -0.496 -0.6783
C -0.737 -0.930 -0.535 -0.2437
C -1.400 0.147 0.295 -0.4700
C -0.298 0.442 1.410 -0.2178
C 0.549 0.966 0.265 -0.5917
H 2.709 -0.414 -1.805 -0.1448
H 1.430 -1.057 0.106 0.1248
H -0.822 -1.915 -0.014 0.1214
H -1.180 -1.042 -1.576 0.1198
H -2.421 0.022 0.539 0.0881
H -0.707 1.196 2.087 0.0992
H 0.148 -0.357 1.973 0.1006
H 1.450 1.598 0.416 0.1175
S 1.454 -0.061 -2.163 0.7094
S -0.907 1.784 -0.503 0.8655
```

* strongest force on any atom: 1.9 eV/A
* DFT total energy: -26984.1047 eV
* ΔE to the lowest compared entry with this formula, charge and spin: 101.6 kJ/mol
* HOMO energy: -8.71 eV

=====

C5H8S3 | the ωB97M-V functional and the def2-TZVPD basis

Structure (XYZ):
```
16
Properties=species:S:1:pos:R:3:lowdin_charge:R:1
C -0.441 1.335 0.848 -0.1988
C 0.635 0.395 0.435 -0.7103
C 1.814 1.308 0.131 -0.1554
C -0.962 -1.623 -0.394 -1.2656
C -1.365 -2.581 -1.436 -0.6471
H -1.420 0.788 0.925 0.0487
H -0.472 1.628 1.924 0.0919
H -0.703 2.285 0.267 0.1085
H 0.855 -0.086 1.369 0.0932
H 2.117 1.683 1.127 0.0907
H 1.522 2.113 -0.562 0.0714
H 2.701 0.904 -0.487 0.0979
H -2.320 -3.298 -1.131 0.1184
S 0.148 -0.530 -1.061 0.9065
S -1.394 -2.032 1.100 0.7651
S -0.715 -2.287 -3.053 0.5848
```

* strongest force on any atom: 4.6 eV/A
* DFT total energy: -37817.5392 eV
* ΔE to the lowest compared entry with this formula, charge and spin: 253.6 kJ/mol
* HOMO energy: -8.91 eV

=====

- What is the ΔE to the lowest compared entry with this formula, charge and spin in the third record?
  253.6 kJ/mol